46
Properties=species:S:1:pos:R:3:forces:R:3 method="wB97M-V/def2-TZVPD" total_charge=+1 spin_multiplicity=2 de_lowest_kj_mol=49.4 e_lumo_ev="-4.339 / -4.317"
Au 1.36164 0.68980 1.82725 0.015 -0.386 -0.520
C 2.00140 -0.67692 -5.17135 -0.022 -0.035 0.087
C 1.50174 -0.42319 -3.77291 -0.047 -0.067 -0.086
C 0.46781 -1.18186 -3.22070 0.036 -0.023 -0.042
C 0.06682 -0.98461 -1.92086 -0.091 -0.142 0.036
C 0.62659 0.00327 -1.09506 -0.261 -0.011 0.191
N 0.17859 0.11938 0.21993 0.070 0.234 0.211
C -1.17669 -0.07089 0.52883 0.141 -0.074 -0.205
C -2.17729 0.53721 -0.23967 0.025 0.086 -0.076
C -3.51577 0.39860 0.05689 -0.043 0.023 -0.002
C -3.93793 -0.32771 1.17200 -0.097 0.043 -0.071
C -5.39372 -0.41163 1.54871 0.067 0.067 0.008
C -2.96165 -0.93163 1.93798 0.029 -0.138 0.162
C -1.61100 -0.84097 1.60888 0.000 -0.105 0.152
N -0.69383 -1.60806 2.39696 -0.013 0.059 -0.146
C -0.92249 -2.79665 2.99194 -0.034 -0.109 -0.023
C 0.22422 -3.16994 3.65291 0.112 -0.007 0.034
C 1.13139 -2.13771 3.40531 -0.047 -0.027 -0.072
N 0.56415 -1.20965 2.64169 -0.088 0.011 0.352
C 1.62550 0.79049 -1.66731 0.142 0.100 -0.073
C 2.06670 0.54303 -2.96969 0.219 0.148 0.006
N 2.22188 1.90606 -0.98841 -0.118 -0.104 -0.035
C 2.79831 2.97999 -1.56570 -0.054 0.086 -0.097
C 3.34825 3.76067 -0.57675 0.031 0.074 0.091
C 3.04784 3.09167 0.60658 -0.044 0.021 -0.042
N 2.37283 1.97504 0.34695 0.258 0.103 0.021
H 1.17211 -0.87840 -5.84913 0.003 0.020 -0.002
H 2.66134 -1.54692 -5.19841 -0.013 0.018 0.016
H 2.55920 0.17508 -5.55785 -0.009 0.001 0.010
H -0.00054 -1.95768 -3.81583 -0.016 0.019 0.045
H -0.71066 -1.60711 -1.49448 0.015 0.005 -0.048
H -1.86677 1.12439 -1.09579 -0.026 -0.003 0.021
H -4.25441 0.88189 -0.57240 0.039 -0.001 0.003
H -6.03092 -0.38667 0.66549 0.018 -0.025 -0.001
H -5.67471 0.43737 2.17641 -0.002 -0.022 -0.010
H -5.61350 -1.32154 2.10637 0.017 0.003 -0.018
H -3.25289 -1.49790 2.81614 0.030 0.033 -0.022
H -1.86293 -3.30817 2.87998 0.008 0.052 -0.024
H 0.39276 -4.07048 4.21736 -0.033 0.030 -0.020
H 2.15893 -2.03236 3.71616 -0.051 0.012 0.007
H 2.89404 1.11931 -3.36757 -0.035 0.012 0.058
H 2.75194 3.14291 -2.62810 0.003 -0.080 0.019
H 3.88121 4.68833 -0.69476 -0.047 -0.035 -0.010
H 3.26802 3.36561 1.62590 0.014 -0.017 -0.043
S 2.18673 2.20855 4.80033 0.263 0.042 0.287
C 2.12578 1.43996 3.51578 -0.366 0.110 -0.129